[1]
Entry from the Open Molecules 2025 dataset: one molecule with the formula C19H21N3O2S (ωB97M-V with the def2-TZVPD basis set).

```
46
Properties=species:S:1:pos:R:3:forces:R:3
C -1.0781 -6.0071 2.2523 0.01 0.04 -0.02
C -1.9347 -5.0743 3.0391 -0.31 -0.36 0.40
C -2.7709 -5.4859 4.0339 0.32 0.19 -0.38
C -3.5540 -4.5480 4.7420 -0.04 0.43 -0.03
C -3.4658 -3.2355 4.4238 -0.53 -0.33 0.65
N -2.6386 -2.7946 3.4338 0.29 -0.20 -0.29
C -2.6258 -1.3746 3.1826 0.03 0.31 -0.08
O -3.3327 -0.6480 3.8450 -0.02 0.05 0.02
C -1.7312 -1.0103 2.1291 0.27 -0.51 -0.22
C -1.4639 0.2808 1.6176 0.29 0.25 -0.37
C -0.5543 0.2741 0.6050 -0.33 -0.47 0.45
C -0.0820 1.4724 -0.1155 -0.02 0.02 0.00
O -0.4812 2.5837 0.1787 -0.10 0.19 0.08
N 0.8089 1.2367 -1.1032 0.16 -0.10 -0.11
C 1.3834 2.2931 -1.9120 0.10 -0.04 -0.12
C 0.9493 2.1057 -3.3701 -0.02 0.19 0.10
C 1.2900 3.2784 -4.3090 -0.04 0.10 -0.01
C 1.6198 4.5870 -3.5918 -0.02 -0.02 -0.16
C 2.9806 4.5971 -2.8645 0.10 -0.08 -0.06
C 3.6381 3.2292 -2.6833 -0.02 0.08 0.21
C 2.9004 2.3085 -1.7132 -0.07 0.16 -0.13
S 0.0139 -1.3478 0.2416 -0.25 0.15 0.26
C -0.9977 -2.0071 1.4792 -0.36 0.48 0.31
N -1.0483 -3.3062 1.7543 0.27 -0.49 -0.21
C -1.8568 -3.6830 2.7167 0.10 0.18 -0.14
H -0.0307 -5.7411 2.3796 0.10 -0.04 -0.05
H -1.2339 -7.0351 2.5663 -0.02 -0.07 0.03
H -1.3026 -5.9086 1.1925 0.05 -0.06 -0.09
H -2.8390 -6.5330 4.2866 0.04 -0.13 -0.02
H -4.2157 -4.8705 5.5281 -0.08 0.06 0.08
H -4.0270 -2.4530 4.9136 0.05 -0.03 -0.05
H -1.9262 1.1790 1.9839 -0.04 0.21 0.01
H 1.0955 0.2902 -1.3008 -0.01 0.09 0.00
H 0.9492 3.2132 -1.5142 0.07 -0.10 -0.08
H 1.3930 1.1841 -3.7547 -0.04 -0.11 -0.01
H -0.1338 1.9640 -3.3566 0.03 -0.07 0.00
H 0.4311 3.4590 -4.9589 0.06 -0.04 -0.05
H 2.1218 3.0121 -4.9622 -0.03 0.00 -0.07
H 0.8149 4.8154 -2.8929 -0.05 0.08 0.00
H 1.6194 5.3851 -4.3377 -0.08 0.03 0.07
H 2.8634 5.0612 -1.8839 0.06 0.10 0.04
H 3.6777 5.2183 -3.4317 -0.02 0.06 0.07
H 3.7379 2.7390 -3.6511 0.07 -0.02 -0.05
H 4.6504 3.3848 -2.3019 0.02 -0.06 -0.09
H 3.1007 2.6206 -0.6859 0.01 -0.06 0.05
H 3.2856 1.2912 -1.8297 0.00 -0.06 0.07
```
Forces are in eV/Å.

Summary:
HOMO-LUMO gap in eV: 7.72
Energy relative to the best compared isomer or geometry (same formula, charge and spin) in eV: 0.360
LUMO energy in eV: -0.2378
Structure (SMILES): Cc1cccn2c(=O)c3cc(C(=O)NC4CCCCCC4)sc3nc12
Highest occupied orbital energy in eV: -7.957

Want to see where the charge sits? The natural (NBO) charges in e are: -0.63, -0.02, -0.15, -0.27, 0.04, -0.39, 0.67, -0.59, -0.28, -0.13, -0.29, 0.64, -0.62, -0.60, -0.07, -0.40, -0.40, -0.41, -0.41, -0.40, -0.40, 0.40, 0.09, -0.52, 0.41, 0.24, 0.21, 0.24, 0.22, 0.23, 0.26, 0.26, 0.39, 0.24, 0.20, 0.22, 0.21, 0.20, 0.20, 0.21, 0.20, 0.21, 0.19, 0.21, 0.21, 0.20

[2]
Entry from the Open Molecules 2025 dataset: one molecule with the formula C19H21N3O3 (ωB97M-V with the def2-TZVPD basis set).

```
46
Properties=species:S:1:pos:R:3:forces:R:3
C 1.6692 -0.6904 7.6595 0.22 -0.20 -0.30
C 2.8888 -1.2003 6.8974 -0.03 0.29 0.34
O 2.5594 -2.1913 5.9435 -0.07 -0.19 -0.17
C 1.9888 -1.8384 4.7639 -0.12 -0.08 -0.27
C 1.7645 -0.5367 4.3248 0.15 -0.05 0.31
C 1.1902 -0.3085 3.0870 -0.13 -0.18 -0.20
C 0.8405 -1.3719 2.2709 0.14 0.03 0.30
N 0.2593 -1.1307 0.9954 0.23 -0.06 0.43
C -0.8708 -1.7969 0.5368 -0.34 -0.02 -0.33
O -1.4465 -2.6650 1.1316 -0.05 -0.08 0.06
C -1.2356 -1.2108 -0.8094 0.05 -0.07 -0.18
C -0.0739 -0.2893 -1.1746 -0.07 0.01 -0.15
N -0.4991 1.0320 -1.5842 0.31 0.22 0.23
C -0.8329 1.1325 -2.9919 -0.05 0.10 0.04
C -1.2756 2.5611 -3.3219 -0.01 -0.34 -0.03
C -1.7056 2.6516 -4.7551 0.00 0.12 -0.10
C -0.8096 3.0046 -5.7576 -0.16 -0.05 0.03
C -1.2514 3.0357 -7.0706 0.28 0.05 0.09
N -2.4891 2.7436 -7.4303 -0.15 0.03 -0.51
C -3.3433 2.4065 -6.4793 -0.18 -0.10 0.23
C -3.0067 2.3435 -5.1371 0.16 0.05 -0.05
C 0.7455 -0.1963 0.1092 -0.09 0.08 -0.47
O 1.6642 0.5558 0.3012 0.04 0.13 -0.01
C 1.0626 -2.6761 2.6980 0.03 0.14 -0.01
C 1.6260 -2.9028 3.9335 0.08 0.11 0.18
H 1.9819 0.0263 8.4139 0.01 0.09 0.09
H 0.9619 -0.2110 6.9873 -0.08 0.07 0.00
H 1.1672 -1.5218 8.1480 -0.05 -0.05 0.07
H 3.4308 -0.3723 6.4247 0.00 -0.12 0.02
H 3.5703 -1.7069 7.5866 -0.04 0.13 -0.12
H 2.0308 0.3140 4.9311 0.03 0.05 0.09
H 1.0219 0.7035 2.7552 0.00 0.07 -0.03
H -1.4224 -2.0063 -1.5294 0.00 -0.03 0.08
H -2.1533 -0.6304 -0.6970 0.02 -0.02 0.03
H 0.5782 -0.7666 -1.9326 -0.08 0.05 0.18
H 0.2315 1.7007 -1.3515 -0.01 -0.10 -0.02
H -1.6571 0.4404 -3.1913 0.03 0.03 -0.11
H 0.0098 0.8472 -3.6471 -0.13 -0.02 0.05
H -2.0996 2.8281 -2.6588 0.04 0.04 0.02
H -0.4446 3.2443 -3.1348 -0.02 0.04 0.04
H 0.2129 3.2557 -5.5179 0.11 0.04 0.02
H -0.5832 3.3086 -7.8771 0.13 0.04 0.00
H -4.3464 2.1759 -6.8140 -0.11 -0.03 0.07
H -3.7433 2.0648 -4.3987 -0.11 -0.02 0.08
H 0.7863 -3.5059 2.0678 -0.03 -0.07 -0.04
H 1.8055 -3.9066 4.2833 0.02 -0.12 0.04
```
Forces are in eV/Å.

Summary:
HOMO-LUMO gap in eV: 9.18
Energy relative to the best compared isomer or geometry (same formula, charge and spin) in eV: 1.461
LUMO energy in eV: 0.6897
Structure (SMILES): CCOc1ccc(N2C(=O)C[C@@H](NCCc3ccncc3)C2=O)cc1
Highest occupied orbital energy in eV: -8.495

Want to see where the charge sits? The natural (NBO) charges in e are: -0.64, -0.06, -0.49, 0.32, -0.31, -0.19, 0.16, -0.50, 0.71, -0.55, -0.52, -0.13, -0.62, -0.20, -0.43, 0.03, -0.27, 0.04, -0.42, 0.04, -0.26, 0.70, -0.57, -0.19, -0.25, 0.22, 0.21, 0.22, 0.17, 0.19, 0.22, 0.23, 0.24, 0.26, 0.20, 0.38, 0.19, 0.17, 0.22, 0.21, 0.22, 0.19, 0.19, 0.21, 0.23, 0.23

[3]
Entry from the Open Molecules 2025 dataset: one molecule with the formula C19H21N3O3S (ωB97M-V with the def2-TZVPD basis set).

```
47
Properties=species:S:1:pos:R:3:forces:R:3
C -2.1061 3.9220 2.8975 -0.08 -0.01 0.02
N -1.3256 3.6646 1.7083 -0.24 0.21 -0.12
C -1.2464 4.8071 0.8320 0.02 -0.13 0.00
C -0.2852 2.7501 1.7355 0.21 -0.26 -0.09
C -0.4297 1.5278 2.4064 0.02 0.08 0.01
C 0.5703 0.5804 2.4015 0.11 0.25 0.05
C 1.7505 0.8027 1.6995 -0.52 0.55 0.14
N 2.7410 -0.1872 1.6792 0.20 -0.86 -0.04
S 2.2799 -1.7730 1.3596 0.24 0.18 -0.42
O 1.6934 -2.3490 2.5299 -0.31 0.22 -0.01
O 3.4451 -2.3911 0.7982 0.05 0.18 -0.17
C 1.0155 -1.5626 0.1117 0.54 -0.24 0.59
C 1.4083 -1.0711 -1.1210 -0.12 -0.03 -0.12
C 0.4598 -0.7958 -2.0963 -0.12 -0.02 0.12
C -0.8601 -1.0379 -1.7480 0.44 -0.22 0.66
C -1.2633 -1.5544 -0.5151 0.30 0.08 -0.14
C -0.3077 -1.8191 0.4411 -0.18 -0.03 -0.16
C -2.7513 -1.6961 -0.5571 -0.06 -0.09 0.16
C -3.1155 -1.2016 -1.9585 -0.31 -0.07 0.10
O -4.2097 -1.1368 -2.4620 -0.15 0.01 -0.04
N -1.9452 -0.8324 -2.5681 0.15 0.07 -0.22
C -1.7649 -0.2938 -3.8944 -0.13 0.05 -0.37
C -0.3946 -0.7199 -4.4245 0.01 0.18 0.08
C 0.7300 -0.2780 -3.4796 -0.01 -0.04 -0.09
C 1.9031 2.0007 1.0155 0.10 -0.38 0.14
C 0.9112 2.9625 1.0435 -0.17 0.16 0.08
H -1.8195 4.8793 3.3510 0.00 0.00 0.06
H -1.9563 3.1428 3.6375 -0.04 0.01 0.02
H -3.1681 3.9673 2.6422 0.00 0.02 0.11
H -0.5552 5.5804 1.1950 0.03 0.04 -0.02
H -2.2408 5.2476 0.7561 0.03 0.04 -0.03
H -0.9375 4.4910 -0.1630 0.01 0.07 -0.05
H -1.3455 1.3066 2.9320 -0.10 -0.02 0.03
H 0.4533 -0.3470 2.9376 -0.10 -0.06 0.13
H 3.5715 0.0572 1.1616 0.12 -0.13 -0.08
H 2.4603 -0.9242 -1.3104 0.16 0.06 -0.12
H -0.5396 -2.2192 1.4140 -0.11 -0.04 0.15
H -3.0862 -2.7260 -0.4245 -0.06 0.02 -0.05
H -3.2578 -1.0886 0.1944 -0.07 0.02 -0.05
H -2.5739 -0.6651 -4.5283 0.06 0.08 0.09
H -1.8319 0.8005 -3.8562 -0.03 -0.08 -0.06
H -0.2441 -0.2878 -5.4138 -0.03 -0.05 -0.01
H -0.3728 -1.8073 -4.5186 -0.01 -0.03 -0.07
H 1.6915 -0.6459 -3.8397 0.02 0.05 0.00
H 0.7809 0.8147 -3.4536 0.05 0.01 -0.06
H 2.8172 2.1930 0.4707 0.09 0.02 -0.09
H 1.0854 3.8902 0.5229 -0.02 0.10 -0.04
```
Forces are in eV/Å.

Summary:
HOMO-LUMO gap in eV: 8.01
Energy relative to the best compared isomer or geometry (same formula, charge and spin) in eV: 1.982
LUMO energy in eV: 0.4277
Structure (SMILES): CN(C)c1ccc(NS(=O)(=O)c2cc3c4c(c2)CC(=O)N4CCC3)cc1
Highest occupied orbital energy in eV: -7.586

Want to see where the charge sits? The natural (NBO) charges in e are: -0.40, -0.42, -0.41, 0.16, -0.23, -0.25, 0.18, -0.86, 2.32, -0.93, -0.94, -0.36, -0.16, -0.07, 0.25, -0.06, -0.16, -0.52, 0.70, -0.59, -0.44, -0.21, -0.40, -0.42, -0.24, -0.27, 0.18, 0.21, 0.19, 0.18, 0.21, 0.21, 0.21, 0.24, 0.41, 0.23, 0.25, 0.25, 0.25, 0.23, 0.19, 0.22, 0.21, 0.23, 0.22, 0.21, 0.22

[4]
Entry from the Open Molecules 2025 dataset: one molecule with the formula C19H21N3O4 (ωB97M-V with the def2-TZVPD basis set).

```
47
Properties=species:S:1:pos:R:3:forces:R:3
C -0.8165 -4.6749 0.3996 -0.12 0.35 -0.21
C -1.5480 -3.8889 -0.6792 -0.27 -0.51 0.18
O -1.1146 -2.5306 -0.7036 0.22 0.21 -0.17
C -1.7061 -1.6826 0.1493 -0.24 -0.15 0.28
O -2.6388 -1.9866 0.8552 0.15 -0.04 -0.13
C -1.0378 -0.3583 0.1495 0.01 0.45 0.06
C 0.3483 -0.3512 0.0445 0.10 0.03 -0.07
C 1.0706 0.8159 0.2450 -0.50 -0.11 0.04
N 2.4661 0.8785 0.1532 0.29 0.34 0.00
C 3.3541 -0.1391 -0.0249 0.04 0.25 0.01
O 3.0601 -1.3141 -0.1132 -0.05 -0.13 0.04
C 4.7760 0.3164 -0.0879 0.44 -0.04 -0.07
C 5.7722 -0.5449 0.3691 -0.12 0.13 -0.07
C 7.0934 -0.1420 0.3049 -0.13 0.04 0.00
C 7.3717 1.1111 -0.2233 0.14 -0.20 0.08
N 6.4391 1.9227 -0.6914 0.22 0.47 -0.20
C 5.1792 1.5348 -0.6318 -0.34 -0.27 0.15
C 0.3783 1.9842 0.5647 0.15 -0.29 -0.04
C -0.9956 1.9944 0.6359 -0.11 -0.07 0.01
C -1.7499 0.8332 0.4083 0.43 -0.25 -0.01
N -3.1201 0.8445 0.4340 -0.31 0.08 0.11
C -3.9228 0.1676 -0.5585 -0.27 0.20 -0.32
C -4.5708 1.2078 -1.4880 0.19 -0.38 -0.07
O -5.3164 2.1708 -0.7802 -0.14 0.01 0.05
C -4.5074 2.8473 0.1557 0.13 -0.02 0.34
C -3.8851 1.8475 1.1372 -0.15 0.29 -0.18
H 0.2583 -4.5912 0.2573 0.10 -0.05 0.00
H -1.1038 -5.7214 0.3501 -0.01 -0.13 0.02
H -1.0737 -4.2832 1.3808 -0.01 -0.02 0.09
H -1.3209 -4.2789 -1.6736 -0.06 0.08 0.11
H -2.6290 -3.9155 -0.5035 0.18 -0.01 -0.12
H 0.8664 -1.2724 -0.1611 0.00 0.01 0.00
H 2.8506 1.8035 0.2869 0.04 -0.25 -0.01
H 5.4888 -1.5087 0.7656 -0.02 -0.07 0.01
H 7.8886 -0.7815 0.6546 0.07 -0.04 0.04
H 8.3857 1.4831 -0.2859 0.12 -0.06 0.03
H 4.4686 2.2283 -1.0663 -0.15 -0.02 0.00
H 0.9261 2.9003 0.7405 0.04 0.10 0.02
H -1.4937 2.9267 0.8518 -0.06 0.07 -0.03
H -3.3051 -0.4955 -1.1617 -0.10 0.01 0.00
H -4.6955 -0.4248 -0.0567 0.05 -0.05 -0.09
H -5.2704 0.7252 -2.1720 0.08 -0.01 -0.02
H -3.7791 1.7072 -2.0707 -0.07 -0.05 0.02
H -5.1617 3.5511 0.6727 0.09 0.01 0.00
H -3.7143 3.4030 -0.3696 -0.05 -0.02 0.05
H -3.2657 2.3513 1.8772 -0.03 -0.02 0.03
H -4.6994 1.3297 1.6596 0.03 0.10 0.05
```
Forces are in eV/Å.

Summary:
HOMO-LUMO gap in eV: 7.87
Energy relative to the best compared isomer or geometry (same formula, charge and spin) in eV: 2.203
LUMO energy in eV: 0.4047
Structure (SMILES): CCOC(=O)c1cc(NC(=O)c2cccnc2)ccc1N1CCOCC1
Highest occupied orbital energy in eV: -7.469

Want to see where the charge sits? The natural (NBO) charges in e are: -0.63, -0.07, -0.51, 0.77, -0.60, -0.14, -0.19, 0.10, -0.59, 0.67, -0.60, -0.19, -0.13, -0.25, 0.05, -0.41, 0.04, -0.19, -0.26, 0.21, -0.43, -0.23, -0.08, -0.52, -0.08, -0.24, 0.22, 0.22, 0.22, 0.19, 0.20, 0.27, 0.40, 0.24, 0.22, 0.20, 0.19, 0.21, 0.21, 0.21, 0.21, 0.20, 0.16, 0.19, 0.16, 0.21, 0.20

[5]
Entry from the Open Molecules 2025 dataset: one molecule with the formula C19H21N3O4 in a non-equilibrium geometry (ωB97M-V with the def2-TZVPD basis set).

```
47
Properties=species:S:1:pos:R:3:forces:R:3
C 5.2032 3.6765 1.0792 1.48 1.07 -2.23
C 4.4308 2.5226 0.5194 -1.57 0.64 0.09
O 3.2312 2.6761 0.4628 -1.23 -0.57 -0.36
N 5.0707 1.4155 0.1048 -6.40 -2.97 -1.54
C 4.5807 0.0497 -0.5234 -6.19 7.40 7.47
C 5.4815 -0.6082 -1.1097 2.85 -1.19 -2.73
C 4.9644 -1.7390 -1.7280 -0.55 -0.12 0.68
C 3.6989 -2.1767 -1.5585 -3.02 -3.40 1.86
C 2.7519 -1.5536 -0.5123 12.53 4.39 -4.34
N 1.5551 -1.8069 -0.4583 -7.18 -4.01 -2.06
C 0.6666 -1.6025 0.3957 -3.13 4.16 13.36
O 0.9008 -0.9185 1.5880 -0.64 -2.78 -6.35
C -0.6638 -2.3872 0.3774 -1.37 7.35 -1.12
C -1.4784 -1.5585 -0.7304 2.83 1.89 -2.92
C -1.8625 -0.0377 -0.2695 5.67 -3.63 -2.10
N -2.7060 -0.1470 0.7024 -4.11 -1.51 8.73
C -4.1175 0.1360 0.9901 9.81 3.75 -14.88
O -4.6880 -0.1718 1.8447 -8.14 -5.20 14.00
C -4.6716 0.8005 -0.1517 0.60 5.50 -6.21
C -4.3055 2.1205 -1.1570 10.71 -4.73 13.41
C -5.2494 2.2253 -1.8594 -11.00 -2.92 -7.24
C -6.1752 0.9602 -1.7582 -2.07 11.26 -10.03
O -5.7233 0.4338 -0.8673 2.94 -10.42 13.01
C -2.0209 -0.7734 1.8000 0.63 3.71 4.97
C -1.5129 -2.1338 1.6230 -1.76 -5.10 -0.46
C 3.2002 -0.2977 -0.0994 1.51 -0.58 -0.55
H 4.4148 4.5580 1.2480 2.25 -2.15 0.13
H 5.9489 3.9558 0.1723 -1.50 -0.13 2.16
H 5.8595 3.2445 1.8674 -0.56 1.14 0.05
H 5.9692 1.4251 0.1286 7.04 0.24 0.31
H 6.3998 -0.0296 -1.2376 0.23 -1.20 -0.48
H 5.5986 -2.2718 -2.3101 1.66 -1.79 -1.91
H 3.4116 -3.3168 -1.9724 0.65 3.41 0.90
H 1.1115 -2.5480 -0.8990 0.51 -2.10 -2.73
H -0.4667 -3.3513 0.2043 0.31 -3.85 -0.98
H -0.7185 -1.3475 -1.7739 -2.50 -1.07 2.67
H -2.4652 -1.9347 -0.9555 0.07 -0.76 -0.47
H -2.3718 0.4259 -0.9314 -2.75 2.72 -6.06
H -0.9504 0.5385 -0.1388 0.33 0.21 0.75
H -3.4523 2.6882 -0.7449 -0.76 0.06 -1.06
H -5.3890 3.0132 -2.4233 -1.15 3.58 -3.32
H -7.1715 0.8710 -2.1656 0.12 -0.65 0.01
H -2.6484 -0.5506 2.7997 1.25 -1.28 -2.21
H -1.0901 -0.1347 2.0082 -1.20 -0.75 -0.30
H -0.9876 -2.6890 2.4194 -0.30 1.25 0.42
H -2.4592 -2.8693 1.4715 1.77 1.47 0.13
H 2.4779 0.3485 0.4559 1.35 -0.35 -0.49
```
Forces are in eV/Å.

Summary:
HOMO-LUMO gap in eV: 8.11
Energy relative to the best compared isomer or geometry (same formula, charge and spin) in eV: 17.618
LUMO energy in eV: 0.3083
Structure (SMILES): CC(=O)Nc1cccc(NC(=O)C2CCN(C(=O)c3ccco3)CC2)c1
Highest occupied orbital energy in eV: -7.801

Want to see where the charge sits? The natural (NBO) charges in e are: -0.71, 0.65, -0.63, -0.61, 0.23, -0.30, -0.20, -0.23, 0.18, -0.58, 0.67, -0.68, -0.30, -0.38, -0.19, -0.49, 0.67, -0.50, 0.02, -0.22, -0.35, 0.18, -0.29, -0.27, -0.39, -0.25, 0.27, 0.21, 0.23, 0.36, 0.23, 0.21, 0.21, 0.41, 0.21, 0.18, 0.22, 0.21, 0.18, 0.24, 0.21, 0.19, 0.24, 0.24, 0.25, 0.19, 0.30